1.
# C46H37Br2Cl14N4

8 unconnected molecules or ions with the total composition C46H37Br2Cl14N4 (ωB97M-V/def2-TZVPD, the Open Molecules 2025 dataset).

## Properties
- HOMO (eV) = -10.4872
- multiplicity = 1
- calculated total energy (hartree) = -13584.584704
- E_LUMO (eV) = -3.2
- Kohn-Sham gap (eV) = 7.2761
- net charge = +1

Each line ends with the Löwdin charge.
Positions of all 103 atoms, in Å:
C 0.829 -4.606 0.714  -0.07
C 1.265 -3.849 -0.530  -0.71
Br 0.946 -1.989 -0.762  0.80
C 1.893 -4.486 -1.490  -0.74
Br 2.505 -3.651 -3.116  0.85
N 2.166 -5.889 -1.443  0.09
C 3.332 -6.363 -1.076  -0.40
N 4.334 -5.471 -0.815  0.18
N 3.539 -7.700 -1.015  0.04
N 4.741 -8.102 -1.716  0.06
H 0.149 -5.431 0.491  0.09
H 0.374 -3.922 1.434  0.09
H 1.748 -4.957 1.207  0.08
H 1.405 -6.512 -1.694  0.18
H 5.157 -6.023 -0.560  0.09
H 4.062 -4.962 0.035  0.05
H 2.734 -8.175 -1.419  0.15
H 5.108 -7.341 -2.280  0.09
H 4.547 -8.900 -2.308  0.10
Cl 3.150 -0.266 1.337  0.62
C 2.412 1.299 1.250  -0.66
C 2.963 2.391 1.905  -0.68
Cl 4.420 2.256 2.826  0.70
C 2.342 3.631 1.829  -0.10
C 1.176 3.780 1.097  -0.07
C 0.628 2.689 0.437  -0.07
C 1.246 1.453 0.516  -0.12
H 2.769 4.482 2.342  0.11
H 0.694 4.747 1.040  0.11
H -0.281 2.801 -0.140  0.08
H 0.813 0.608 0.003  0.00
Cl 3.007 -0.591 5.701  0.66
C 2.360 0.732 6.610  -0.68
C 1.800 0.551 7.867  -0.69
Cl 1.722 -1.005 8.616  0.67
C 1.284 1.640 8.556  -0.11
C 1.330 2.905 7.994  -0.08
C 1.895 3.085 6.739  -0.08
C 2.408 2.000 6.049  -0.11
H 0.846 1.501 9.535  0.11
H 0.926 3.750 8.535  0.11
H 1.936 4.073 6.298  0.11
H 2.847 2.143 5.069  0.06
Cl -1.229 -1.207 -9.608  0.69
C -0.337 -1.838 -8.272  -0.68
C 0.853 -2.532 -8.447  -0.69
Cl 1.529 -2.801 -10.013  0.68
C 1.533 -3.029 -7.343  -0.11
C 1.027 -2.831 -6.069  -0.12
C -0.160 -2.133 -5.892  -0.08
C -0.840 -1.638 -6.992  -0.10
H 2.459 -3.571 -7.478  0.10
H 1.558 -3.221 -5.206  -0.05
H -0.555 -1.974 -4.897  0.11
H -1.765 -1.095 -6.853  0.10
Cl -4.210 -1.497 -2.393  0.67
C -4.336 0.116 -1.780  -0.69
C -3.253 0.788 -1.226  -0.67
Cl -1.680 0.075 -1.113  0.66
C -3.415 2.079 -0.744  -0.11
C -4.648 2.700 -0.814  -0.12
C -5.729 2.033 -1.370  -0.09
C -5.572 0.744 -1.851  -0.11
H -2.574 2.605 -0.311  0.09
H -4.767 3.707 -0.433  0.11
H -6.696 2.516 -1.427  0.11
H -6.417 0.225 -2.283  0.11
Cl 4.688 -2.966 1.215  0.69
C 5.543 -3.686 2.541  -0.65
C 6.697 -4.432 2.348  -0.68
Cl 7.367 -4.686 0.771  0.69
C 7.344 -4.995 3.438  -0.10
C 6.841 -4.812 4.716  -0.06
C 5.689 -4.062 4.908  -0.06
C 5.041 -3.501 3.821  -0.10
H 8.243 -5.579 3.292  0.11
H 7.349 -5.255 5.563  0.11
H 5.295 -3.914 5.905  0.11
H 4.142 -2.916 3.972  0.09
Cl -2.875 1.942 -4.966  0.68
C -3.677 3.463 -5.126  -0.69
C -3.195 4.610 -4.512  -0.69
Cl -1.755 4.596 -3.555  0.67
C -3.876 5.811 -4.659  -0.11
C -5.032 5.867 -5.420  -0.08
C -5.511 4.721 -6.039  -0.08
C -4.834 3.521 -5.891  -0.11
H -3.503 6.706 -4.179  0.11
H -5.559 6.806 -5.531  0.11
H -6.412 4.761 -6.636  0.11
H -5.209 2.628 -6.372  0.11
Cl -3.154 3.836 3.264  0.67
C -4.635 4.727 3.191  -0.69
C -5.813 4.152 2.732  -0.68
Cl -5.879 2.505 2.216  0.71
C -6.977 4.907 2.681  -0.11
C -6.966 6.230 3.090  -0.08
C -5.790 6.803 3.554  -0.08
C -4.628 6.052 3.603  -0.11
H -7.894 4.462 2.321  0.11
H -7.876 6.815 3.047  0.11
H -5.779 7.836 3.877  0.11
H -3.712 6.501 3.964  0.11


2.
# C6H6NO3

A gas-phase ion, C6H6NO3 (charge -1) (ωB97M-V/def2-TZVPD, the Open Molecules 2025 dataset).

## Properties
- HOMO (eV) = -4.7559
- multiplicity = 1
- calculated total energy (hartree) = -512.731311
- E_LUMO (eV) = 3.3
- SMILES string = CC/C(O)=C(/C#N)C(=O)[O-]
- Kohn-Sham gap (eV) = 8.0475
- net charge = -1
- energy relative to the best compared isomer or geometry (same formula, charge and spin) (kJ/mol) = 125.3

Each line ends with the natural charge from an NBO analysis.
Positions of all 16 atoms, in Å:
C 1.761 0.436 0.482  -0.60
C 0.943 0.168 -0.819  -0.46
C -0.160 -0.740 -0.282  0.36
O 0.334 -2.076 -0.151  -0.72
C -1.352 -0.243 -0.037  -0.33
C -2.482 -1.122 0.161  0.32
N -3.479 -1.725 0.327  -0.41
C -1.626 1.356 0.161  0.80
O -1.938 1.682 1.293  -0.72
O -1.360 2.030 -0.812  -0.75
H 2.103 -0.528 0.875  0.16
H 1.235 1.133 1.189  0.24
H 2.607 0.949 0.069  0.20
H 0.637 1.087 -1.277  0.26
H 1.554 -0.418 -1.555  0.19
H 1.224 -1.989 0.376  0.47


3.
# C9H36N17O11Pd

A molecular structure, C9H36N17O11Pd (ωB97M-V/def2-TZVPD, the Open Molecules 2025 dataset).

## Properties
- HOMO (alpha / beta) (eV) = -11.0834 / -11.0834
- multiplicity = 3
- calculated total energy (hartree) = -2250.637678
- E_LUMO (alpha / beta) (eV) = -4.2 / -5.3
- Kohn-Sham gap (alpha / beta) (eV) = 6.8604 / 5.7808
- net charge = +1

Each line ends with the Mulliken spin population.
Positions of all 74 atoms, in Å:
N 1.420 5.346 -0.572  0.00
H 2.356 4.989 -0.699  0.00
H 1.165 5.930 -1.356  0.00
H 1.308 5.918 0.253  0.00
H 0.816 4.556 -0.397  0.00
Pd 1.478 -1.864 0.398  0.96
C -0.516 0.983 -0.469  -0.06
O -0.030 0.181 -1.308  0.48
O -0.378 0.550 0.681  0.48
O -0.928 2.141 -0.711  0.15
C 2.285 -3.527 4.402  0.00
O 1.983 -2.518 3.739  0.00
N 2.854 -4.598 4.005  0.00
N 2.128 -3.705 5.676  0.00
H 3.259 -4.511 3.083  0.00
H 3.065 -5.359 4.635  0.00
H 2.583 -4.510 6.082  0.00
H 1.550 -3.123 6.266  0.00
C -5.268 3.796 0.265  0.00
O -6.434 4.117 0.402  0.00
N -4.588 3.081 1.065  0.00
N -4.476 4.265 -0.611  0.00
H -3.607 3.012 0.834  0.00
H -5.014 2.936 1.969  0.00
H -4.724 4.951 -1.309  0.00
H -3.627 3.735 -0.749  0.00
C -2.354 0.378 -5.509  0.00
O -2.765 0.455 -6.643  0.00
N -1.865 1.418 -4.867  0.00
N -2.172 -0.664 -4.791  0.00
H -1.733 2.301 -5.340  0.00
H -1.654 1.328 -3.883  0.00
H -2.258 -1.561 -5.247  0.00
H -1.672 -0.541 -3.922  0.00
C -1.600 0.088 6.309  0.00
O -2.301 -0.063 7.291  0.00
N -1.894 -0.433 5.119  0.00
N -0.431 0.683 6.398  0.00
H -1.377 -0.327 4.257  0.00
H -2.738 -0.987 5.122  0.00
H 0.161 0.787 5.586  0.00
H -0.443 1.212 7.258  0.00
C 1.693 -4.124 -3.733  0.00
O 1.182 -4.000 -2.671  0.00
N 1.130 -4.461 -4.899  0.00
N 2.993 -4.019 -3.973  0.00
H 0.134 -4.596 -4.990  0.00
H 1.633 -4.766 -5.720  0.00
H 3.357 -4.110 -4.911  0.00
H 3.597 -3.689 -3.234  0.00
C 2.359 3.738 3.758  0.00
O 2.556 4.775 4.375  0.00
N 1.179 3.414 3.353  0.00
N 3.298 2.869 3.393  0.00
H 0.982 2.700 2.666  0.00
H 0.389 3.840 3.818  0.00
H 4.185 3.187 3.757  0.00
H 3.193 1.986 2.914  0.00
C 4.075 1.187 -5.429  0.00
O 4.960 1.222 -4.625  0.00
N 2.771 1.082 -5.177  0.00
N 4.226 1.045 -6.655  0.00
H 2.095 1.085 -5.928  0.00
H 2.440 0.959 -4.231  0.00
H 3.517 1.010 -7.374  0.00
H 5.203 1.187 -6.867  0.00
C -2.513 -4.068 1.200  0.00
O -1.343 -3.955 1.210  0.00
N -3.271 -5.052 1.377  0.00
N -3.288 -3.054 1.003  0.00
H -2.765 -5.899 1.597  0.00
H -4.279 -4.992 1.398  0.00
H -2.969 -2.111 0.836  0.00
H -4.280 -3.238 1.052  0.00